# 1
Computed, not measured: a structure of composition C33H27F6GeN3O6ReS2 at a distorted geometry, with ωB97M-V/def2-TZVPD.

XYZ file:
```
79
Properties=species:S:1:pos:R:3
Re 1.38 -0.81 1.19
C -0.15 -3.19 4.42
C 0.14 -2.76 3.03
O 0.94 -1.81 2.86
C -0.52 -3.42 1.92
C -0.82 -2.76 0.78
C -1.41 -3.32 -0.40
N -0.53 -1.38 0.73
N -1.56 -0.55 1.32
C -0.96 0.45 1.93
O 0.34 0.69 2.05
C -1.82 1.51 2.45
C -1.25 2.66 3.01
C -2.10 3.67 3.47
C -3.47 3.52 3.34
C -4.04 2.36 2.84
C -3.20 1.35 2.38
H 0.17 -4.21 4.61
H -1.23 -3.11 4.59
H 0.36 -2.48 5.09
H -0.80 -4.45 2.07
H -1.56 -4.39 -0.31
H -0.69 -3.09 -1.21
H -2.36 -2.81 -0.66
H -0.17 2.74 3.04
H -1.72 4.58 3.90
H -4.12 4.33 3.64
H -5.11 2.26 2.80
H -3.59 0.42 2.00
F 3.63 -5.41 0.65
C 4.56 -4.46 0.75
F 5.56 -4.96 1.47
F 5.05 -4.19 -0.44
S 3.75 -3.03 1.65
O 2.61 -2.62 0.81
O 3.41 -3.50 2.95
N 4.93 -1.95 1.59
S 4.60 -0.41 1.79
O 3.19 -0.15 2.16
O 5.54 0.32 2.57
C 4.73 0.38 0.10
F 4.96 1.65 0.29
F 3.56 0.25 -0.56
F 5.65 -0.17 -0.64
C 0.27 -0.80 -0.27
Ge -0.42 0.47 -1.71
C -2.32 0.11 -1.84
C -2.82 -0.93 -2.58
C -4.20 -1.09 -2.64
C -5.04 -0.24 -1.97
C -4.53 0.80 -1.20
C -3.16 0.96 -1.13
C -0.06 2.27 -1.03
C 1.05 2.54 -0.23
C 1.32 3.83 0.17
C 0.49 4.87 -0.20
C -0.62 4.61 -0.99
C -0.89 3.32 -1.40
C 0.52 0.16 -3.40
C -0.19 -0.03 -4.59
C 0.48 -0.03 -5.81
C 1.85 0.16 -5.82
C 2.57 0.36 -4.65
C 1.90 0.37 -3.44
H -2.17 -1.59 -3.11
H -4.59 -1.86 -3.26
H -6.12 -0.37 -2.09
H -5.15 1.50 -0.66
H -2.78 1.74 -0.49
H 1.74 1.74 0.03
H 2.17 4.04 0.80
H 0.74 5.89 0.08
H -1.30 5.39 -1.31
H -1.72 3.13 -2.05
H -1.26 -0.14 -4.59
H -0.09 -0.15 -6.70
H 2.37 0.21 -6.76
H 3.63 0.49 -4.69
H 2.46 0.51 -2.53
```

charge	+1
energy	-148026.2741	eV
F_max	1.8	eV/A
relative energy (zero: lowest compared OMol25 entry of this formula, charge and spin)	0.000	eV
HOMO-LUMO gap	7.412	eV

***

# 2
Computed, not measured: a structure of composition C33H27N6O3OsS2, with ωB97M-V/def2-TZVPD.

XYZ file:
```
72
Properties=species:S:1:pos:R:3
Os -0.60 -0.35 0.14
C 1.33 3.06 2.15
C 0.92 1.76 1.56
N 0.03 1.64 0.63
N -0.57 2.73 0.12
C -1.47 2.45 -0.78
N -2.16 3.43 -1.35
S -1.80 0.82 -1.41
C 1.54 0.49 1.99
C 2.53 0.42 2.95
C 3.08 -0.81 3.27
C 2.62 -1.95 2.63
C 1.62 -1.82 1.68
N 1.10 -0.63 1.37
H 0.65 3.84 1.83
H 2.34 3.32 1.83
H 1.33 3.00 3.24
H -2.08 4.36 -0.97
H -2.93 3.23 -1.96
H 2.87 1.32 3.44
H 3.85 -0.88 4.02
H 3.02 -2.93 2.85
H 1.20 -2.68 1.17
O -1.14 -2.37 2.62
C -1.91 -1.44 2.68
N -2.84 -1.18 3.63
C -3.53 0.08 3.44
C -2.87 0.56 2.13
O -3.10 1.60 1.56
N -1.96 -0.40 1.74
C -3.24 1.02 4.61
C -2.36 2.08 4.52
C -2.08 2.86 5.65
C -2.69 2.57 6.86
C -3.58 1.51 6.95
C -3.86 0.75 5.83
C -5.02 -0.08 3.18
C -5.58 -1.32 2.92
C -6.94 -1.43 2.65
C -7.74 -0.30 2.63
C -7.18 0.94 2.88
C -5.83 1.06 3.15
H -2.90 -1.74 4.47
H -1.90 2.34 3.58
H -1.40 3.70 5.56
H -2.47 3.18 7.73
H -4.06 1.29 7.89
H -4.58 -0.06 5.90
H -4.96 -2.21 2.93
H -7.37 -2.41 2.46
H -8.80 -0.39 2.42
H -7.80 1.83 2.86
H -5.40 2.03 3.35
C 0.06 -9.22 -1.81
C -1.07 -9.67 -2.70
O -1.42 -10.81 -2.82
S -1.88 -8.45 -3.77
C -1.54 -6.89 -3.00
C -1.97 -6.63 -1.70
C -1.76 -5.39 -1.13
C -1.12 -4.38 -1.88
C -0.70 -4.65 -3.19
C -0.91 -5.89 -3.74
C -0.92 -3.12 -1.31
C -0.77 -2.01 -0.76
H 0.50 -10.10 -1.35
H -0.29 -8.54 -1.04
H 0.81 -8.70 -2.41
H -2.50 -7.39 -1.14
H -2.10 -5.17 -0.13
H -0.20 -3.87 -3.76
H -0.58 -6.11 -4.75
```

charge	+1
2S+1	5
energy	-73873.6396	eV
F_max	0.7	eV/A
relative energy (zero: lowest compared OMol25 entry of this formula, charge and spin)	0.000	eV
HOMO-LUMO gap (spin up / spin down)	6.868 / 5.569	eV

***

# 3
Computed, not measured: a structure of composition C33H28Cl2N2O3Ru at a distorted geometry, with ωB97M-V/def2-TZVPD.

XYZ file:
```
69
Properties=species:S:1:pos:R:3
Ru -0.14 0.20 -0.17
Cl 5.32 4.44 2.05
C 3.82 3.65 1.67
C 2.64 4.41 1.62
C 1.44 3.83 1.33
C 1.35 2.44 1.06
O 0.20 1.94 0.78
C 2.55 1.68 1.14
C 2.53 0.28 1.02
N 1.48 -0.45 0.72
C 1.53 -1.87 0.82
C 2.26 -2.57 1.74
C 2.18 -3.98 1.77
C 1.35 -4.65 0.92
C 0.56 -3.94 -0.02
C -0.36 -4.55 -0.90
C -1.09 -3.78 -1.76
C -0.92 -2.38 -1.73
N -0.06 -1.78 -0.94
C 0.67 -2.55 -0.07
C 3.78 2.31 1.44
H 2.69 5.48 1.81
H 0.53 4.42 1.30
H 3.45 -0.26 1.21
H 2.87 -2.06 2.47
H 2.77 -4.52 2.49
H 1.28 -5.73 0.96
H -0.49 -5.63 -0.88
H -1.81 -4.21 -2.44
H -1.49 -1.76 -2.41
H 4.69 1.72 1.49
C 2.92 2.97 -2.69
C 1.99 1.81 -3.00
C 1.90 1.57 -4.51
C 0.60 1.98 -2.41
C -0.32 0.91 -2.46
C -1.60 1.03 -1.90
C -2.00 2.22 -1.28
C -3.34 2.31 -0.61
C -1.12 3.30 -1.32
C 0.14 3.18 -1.87
H 3.92 2.74 -3.05
H 2.98 3.18 -1.62
H 2.60 3.89 -3.20
H 2.42 0.91 -2.54
H 1.37 2.39 -5.00
H 1.38 0.64 -4.76
H 2.90 1.51 -4.94
H -0.06 0.03 -3.04
H -2.33 0.24 -2.04
H -3.31 1.80 0.36
H -4.11 1.83 -1.21
H -3.62 3.35 -0.43
H -1.42 4.24 -0.88
H 0.79 4.04 -1.86
Cl -6.07 -4.42 3.90
C -4.80 -3.40 3.32
C -3.73 -3.10 4.15
C -2.73 -2.27 3.69
C -2.78 -1.76 2.40
C -3.86 -2.07 1.58
C -4.88 -2.89 2.04
C -1.67 -0.87 1.95
O -0.79 -0.48 2.68
O -1.71 -0.61 0.64
H -3.69 -3.52 5.15
H -1.89 -2.01 4.32
H -3.91 -1.67 0.57
H -5.73 -3.13 1.41
```

charge	+1
2S+1	2
energy	-71420.9619	eV
F_max	1.2	eV/A
relative energy (zero: lowest compared OMol25 entry of this formula, charge and spin)	1.139	eV
HOMO-LUMO gap (spin up / spin down)	6.794 / 6.480	eV